# 1
Molecular formula: C11H25LiNO8
Method: DFT, ωB97M-V/def2-TZVPD

Geometry (Å):
Li -1.048 2.713 6.775
C 0.773 4.456 5.037
O -0.443 3.831 5.126
H 0.685 5.551 5.029
H 1.559 4.035 5.688
H 1.252 4.124 4.092
C -4.598 -0.666 10.343
C -3.402 -1.618 10.096
N -2.313 -1.143 9.122
C -1.177 -2.133 8.977
C -3.010 -0.940 7.764
C -2.013 -0.586 6.657
C -1.755 0.141 9.693
C -0.532 0.127 10.685
O -0.543 -1.014 11.520
C 0.675 -1.251 12.176
H -5.318 -1.065 11.060
H -5.265 -0.525 9.491
H -4.336 0.328 10.697
H -3.668 -2.603 9.711
H -2.903 -1.840 11.040
H -0.295 -1.672 8.530
H -1.517 -2.902 8.285
H -0.922 -2.484 9.972
H -3.657 -0.089 7.969
H -3.508 -1.880 7.531
H -2.457 -0.014 5.847
H -1.458 -1.441 6.260
H -1.157 -0.065 7.094
H -2.524 0.807 10.081
H -1.432 0.760 8.850
H -0.541 1.039 11.283
H 0.284 0.230 9.964
H 0.735 -2.041 12.923
H 0.999 -0.386 12.766
H 1.475 -1.393 11.444
O 2.661 1.532 8.697
C 1.552 1.127 7.958
O 0.533 1.866 7.867
O 1.645 0.011 7.399
H 3.011 0.661 8.386
O -4.119 2.619 9.029
C -3.126 2.876 8.129
O -2.269 3.710 8.459
O -3.074 2.186 7.086
H -3.673 3.236 9.653

## Properties
Total charge: -1
Relative energy (zero: lowest compared OMol25 entry of this formula, charge and spin) in kJ/mol: 114.8
Frontier orbital gap in eV: 4.514

=====

# 2
Molecular formula: C11H25N2O13V
Method: DFT, ωB97M-V/def2-TZVPD

Geometry (Å):
O -1.750 -0.965 1.479
V -2.542 0.373 1.495
O -3.066 0.468 3.016
O -6.410 -1.860 0.526
C -6.755 -1.779 -0.782
O -5.853 -1.402 -1.538
O -7.835 -2.141 -1.251
H -7.021 -2.455 0.965
O -6.833 6.013 -0.055
C -5.931 5.386 -0.765
O -5.782 5.752 -1.917
O -5.224 4.465 -0.289
H -6.948 6.501 -0.873
O 2.314 1.006 -2.663
C 1.152 0.789 -3.303
O 0.072 1.047 -2.745
O 1.167 0.670 -4.503
H 2.751 0.713 -3.465
C -0.381 -6.409 -2.935
C 0.914 -5.513 -3.040
C 1.925 -5.765 -1.857
O 2.368 -7.203 -1.936
C 3.149 -7.584 -0.839
N 1.488 -5.651 -4.370
H -0.266 -7.487 -3.053
H -1.180 -6.061 -3.590
H -0.860 -6.273 -1.966
H 0.484 -4.512 -3.006
H 1.424 -5.586 -0.906
H 2.717 -5.035 -1.690
H 4.081 -7.058 -0.630
H 3.462 -8.628 -0.836
H 2.594 -7.614 0.098
H 0.784 -6.138 -4.906
H 2.142 -6.392 -4.163
C 3.168 2.957 3.627
C 2.128 4.074 3.617
C 2.770 5.480 3.599
O 2.063 6.340 2.706
C 1.709 7.638 3.239
N 1.352 3.878 2.359
H 3.801 2.798 4.500
H 3.947 3.048 2.870
H 2.729 1.970 3.484
H 1.658 4.047 4.600
H 3.788 5.449 3.209
H 2.911 5.909 4.591
H 1.329 7.725 4.257
H 0.827 8.085 2.780
H 2.523 8.349 3.099
H 2.059 3.836 1.638
H 0.888 4.742 2.119

## Properties
Total charge: -2
Relative energy (zero: lowest compared OMol25 entry of this formula, charge and spin) in kJ/mol: 967.7
Frontier orbital gap in eV: 2.032

=====

# 3
Molecular formula: C11H25N2O5P2Ti
Method: DFT, ωB97M-V/def2-TZVPD

Geometry (Å):
C -3.116 -1.363 0.214
C -1.943 -0.676 0.537
N -1.156 -0.158 -0.429
C -1.475 -0.331 -1.728
C -2.625 -1.034 -2.093
C -3.463 -1.549 -1.116
C -1.505 -0.673 1.970
P -0.219 0.578 2.409
Ti 0.806 0.999 0.152
P 1.068 0.746 -2.310
C -0.608 0.265 -2.848
O -0.010 -3.200 2.091
O 0.990 -2.594 -0.566
H -3.686 -1.766 1.031
H -2.802 -1.158 -3.160
H -4.343 -2.131 -1.390
C -1.178 1.909 3.173
C 0.666 -0.206 3.795
H -0.522 -0.457 -3.677
H -1.102 1.169 -3.246
H -0.989 -1.625 2.162
H -2.360 -0.655 2.667
C 1.486 2.167 -3.358
C 2.088 -0.647 -2.916
H 1.525 -1.867 -0.234
H 1.591 -3.341 -0.527
H 0.100 -3.014 1.151
H -0.747 -3.833 2.083
H -0.066 2.339 -0.079
H 1.873 -0.311 0.292
H -1.603 1.565 4.128
H -0.504 2.759 3.353
H -1.974 2.229 2.493
H 0.106 -0.057 4.724
H 0.813 -1.271 3.601
H 1.642 0.284 3.871
H 1.901 -0.791 -3.986
H 3.141 -0.405 -2.729
H 1.816 -1.541 -2.341
H 1.595 1.845 -4.408
H 0.695 2.927 -3.261
H 2.432 2.595 -2.989
O 2.289 4.161 0.681
N 2.957 3.152 0.880
O 4.143 3.052 1.160
O 2.273 1.914 0.771

## Properties
Total charge: +1
Frontier orbital gap in eV: 7.830

=====

# 4
Molecular formula: C11H25N5O4P
Method: DFT, ωB97M-V/def2-TZVPD

Geometry (Å):
C 1.088 -2.320 2.692
C 2.107 -1.723 2.091
C 2.419 -1.973 0.640
N 1.719 -0.930 -0.175
C 2.247 0.342 -0.041
N 3.601 0.530 0.076
N 1.371 1.338 -0.071
C 0.168 1.205 0.867
C -1.042 0.452 0.323
C -2.343 0.885 1.032
C -3.548 0.854 0.067
C -4.853 0.309 0.677
C -5.506 -0.768 -0.194
C 1.904 2.724 -0.172
O 2.162 3.061 -1.510
N 3.487 2.651 -1.949
O 3.464 2.376 -3.070
P 1.380 -1.298 -1.824
N 0.282 -0.432 -2.429
O 2.849 -1.189 -2.489
O 1.059 -2.848 -1.695
H 0.603 -1.913 3.569
H 0.693 -3.245 2.286
H 2.766 -1.071 2.662
H 1.984 -2.925 0.356
H 3.482 -2.021 0.410
H 4.042 0.619 0.976
H 4.197 0.538 -0.734
H 0.548 0.719 1.763
H -0.137 2.223 1.090
H -1.107 0.626 -0.747
H -0.892 -0.611 0.505
H -2.557 0.159 1.817
H -2.228 1.878 1.470
H -3.277 0.229 -0.788
H -3.707 1.854 -0.339
H -4.674 -0.090 1.677
H -5.563 1.132 0.777
H -4.751 -1.454 -0.585
H -6.013 -0.325 -1.051
H -6.236 -1.350 0.367
H 2.764 2.888 0.474
H 1.103 3.389 0.129
H 0.539 0.134 -3.226
H 2.782 -1.229 -3.454
H 1.625 -3.399 -2.249

## Properties
Total charge: +1
Relative energy (zero: lowest compared OMol25 entry of this formula, charge and spin) in kJ/mol: 525.9
Frontier orbital gap in eV: 8.596
SMILES: C=CCN(/C(N)=[N+](\CCCCCC)CON=O)P(=N)(O)O

=====

# 5
Molecular formula: C11H25O3PPdS4
Method: DFT, ωB97M-V/def2-TZVPD

Geometry (Å):
Pd -0.056 -0.349 -0.161
C 0.923 -3.423 0.702
C -0.345 -3.422 -0.157
S -1.545 -2.331 0.672
C -2.811 -1.783 -0.517
C -3.425 -0.498 0.038
S -2.247 0.917 0.033
C -2.187 1.550 1.755
C -0.749 1.693 2.240
S -0.068 0.014 2.393
C 1.750 0.129 2.440
C 2.288 -1.271 2.184
S 1.857 -1.855 0.497
H 1.579 -4.233 0.376
H 0.705 -3.588 1.759
H -0.769 -4.432 -0.209
H -0.165 -3.062 -1.172
H -3.581 -2.562 -0.571
H -2.370 -1.660 -1.508
H -3.808 -0.641 1.050
H -4.265 -0.199 -0.593
H -2.774 0.899 2.404
H -2.663 2.534 1.747
H -0.734 2.151 3.238
H -0.127 2.295 1.576
H 2.046 0.473 3.440
H 2.094 0.860 1.709
H 1.929 -1.993 2.919
H 3.379 -1.252 2.242
C -1.134 0.592 -4.767
O -0.282 0.971 -3.676
P 0.473 0.304 -2.487
O 0.697 -1.236 -2.794
C 1.704 -1.706 -3.772
O 1.853 1.037 -2.562
C 2.557 1.817 -1.564
H -0.708 1.070 -5.659
H -2.118 1.046 -4.641
H -1.185 -0.483 -4.915
H 1.311 -2.631 -4.187
H 2.646 -1.908 -3.267
H 1.859 -0.969 -4.559
H 2.409 2.880 -1.747
H 3.617 1.605 -1.687
H 2.235 1.553 -0.553

## Properties
Total charge: +4
Relative energy (zero: lowest compared OMol25 entry of this formula, charge and spin) in kJ/mol: 147.3
Frontier orbital gap (alpha / beta) in eV: 4.675 / 4.678

=====

# 6
Molecular formula: C11H26BrF2N2O14P3Si
Method: DFT, ωB97M-V/def2-TZVPD

Geometry (Å):
C -5.239 -5.077 0.805
C -5.655 -3.651 0.763
O -6.299 -3.109 1.622
O -5.274 -3.011 -0.373
C -5.007 -1.620 -0.240
Si -3.161 -1.307 -0.024
Br -2.204 -2.620 1.455
N -2.823 0.385 0.474
C -3.544 1.369 -0.235
O -4.572 1.866 0.039
F -2.878 1.679 -1.356
C -2.873 0.593 1.885
O -3.810 0.617 2.594
F -1.620 0.739 2.331
P -2.151 -1.705 -2.002
N -2.462 -3.193 -2.296
O -2.664 -0.679 -3.130
O -0.602 -1.382 -1.868
H -5.783 -5.659 0.068
H -4.179 -5.191 0.609
H -5.473 -5.456 1.790
H -5.287 -1.166 -1.191
H -5.624 -1.143 0.516
H -2.933 -3.287 -3.190
H -3.626 -0.658 -3.184
H -0.396 -0.963 -1.020
C 4.555 2.370 4.695
O 3.219 1.887 4.487
P 2.968 0.340 4.189
O 4.064 -0.540 4.575
O 2.535 0.282 2.666
C 3.458 0.682 1.641
O 1.595 0.042 4.891
C 0.439 0.817 4.541
H 4.662 3.302 4.144
H 4.707 2.557 5.756
H 5.297 1.655 4.348
H 4.482 0.411 1.899
H 3.385 1.759 1.484
H 3.179 0.172 0.726
H 0.414 1.015 3.475
H 0.440 1.758 5.091
H -0.437 0.237 4.817
C 4.543 2.929 -3.216
O 3.168 2.518 -3.285
P 2.706 1.145 -2.621
O 3.625 0.611 -1.622
O 2.402 0.190 -3.850
C 3.487 -0.176 -4.709
O 1.264 1.452 -2.081
C 0.219 1.898 -2.961
H 4.827 3.309 -4.195
H 4.642 3.722 -2.477
H 5.195 2.102 -2.943
H 4.410 -0.306 -4.143
H 3.624 0.586 -5.477
H 3.226 -1.119 -5.179
H 0.234 1.346 -3.899
H 0.327 2.965 -3.154
H -0.724 1.714 -2.455

## Properties
Total charge: 0
Frontier orbital gap in eV: 9.394
SMILES: CC(=O)OC[Si@](Br)(N(C(=O)F)C(=O)F)P(=N)(O)O.COP(=O)(OC)OC.COP(=O)(OC)OC

=====

# 7
Molecular formula: C11H26O4PPtS2Sb
Method: DFT, ωB97M-V/def2-TZVPD

Geometry (Å):
Pt -0.728 1.949 0.619
C -1.738 1.668 5.897
C -1.728 2.736 4.811
O -0.406 2.970 4.373
P 0.042 2.496 2.830
S -0.132 0.492 2.765
S -0.289 3.009 -1.252
O 1.641 2.728 3.027
C 2.145 4.054 3.013
C 3.632 4.010 2.705
H -2.754 1.504 6.248
H -1.115 1.974 6.737
H -1.341 0.742 5.489
H -2.108 3.688 5.203
H -2.359 2.423 3.968
H 1.973 4.508 3.994
H 1.615 4.646 2.256
H 4.138 3.385 3.437
H 4.049 5.015 2.730
H 3.783 3.582 1.719
C 5.354 -0.666 -2.350
C 4.939 -0.848 -0.904
Sb 2.825 -0.321 -0.486
C 3.100 -0.567 1.680
C 4.398 -0.097 2.309
C 3.126 1.848 -0.486
C 3.043 2.464 -1.868
H 6.369 -1.037 -2.511
H 5.336 0.385 -2.627
H 4.685 -1.209 -3.015
H 5.577 -0.249 -0.255
H 5.054 -1.896 -0.619
H 2.947 -1.626 1.890
H 2.267 -0.026 2.118
H 5.254 -0.666 1.949
H 4.343 -0.231 3.390
H 4.570 0.959 2.115
H 4.089 2.064 -0.020
H 2.324 2.250 0.137
H 3.733 1.994 -2.565
H 3.277 3.529 -1.824
H 2.033 2.362 -2.258
O -3.167 1.701 1.241
C -3.194 0.790 0.408
O -2.231 0.342 -0.237
H -4.186 0.306 0.208

## Properties
Total charge: -1
Expectation value of S²: 0.77
Relative energy (zero: lowest compared OMol25 entry of this formula, charge and spin) in kJ/mol: 48.8
Frontier orbital gap (alpha / beta) in eV: 6.423 / 6.141
Spin multiplicity: 2

=====

# 8
Molecular formula: C11H27AuCl2O2P2
Method: DFT, ωB97M-V/def2-TZVPD

Geometry (Å):
C 1.450 0.029 -4.719
C 1.422 -0.040 -3.223
H 2.447 0.220 -5.140
H 0.737 0.805 -5.048
H 1.008 -0.906 -5.130
O 2.338 -0.038 -2.436
Cl -2.816 -0.396 -3.352
Au -0.581 -0.161 -2.883
P -0.397 2.027 -1.072
C 1.010 2.262 0.069
C -0.101 3.300 -2.336
H -0.016 4.267 -1.821
H -1.544 3.921 -0.081
H -0.958 3.284 -3.025
H -2.687 2.575 -0.500
H 1.940 2.038 -0.469
H 0.831 3.045 -2.859
C -1.711 2.832 -0.064
H 0.986 3.319 0.383
H -1.647 2.448 0.969
H 0.887 1.591 0.935
P -0.210 -2.067 -0.826
C 1.314 -2.067 0.181
C -1.327 -2.891 0.362
H -0.732 -3.348 -2.767
H 0.073 -4.350 -1.475
H 1.058 -3.225 -2.507
C 0.083 -3.403 -2.031
H -2.336 -2.904 -0.063
H -0.960 -3.910 0.531
H 1.426 -3.102 0.564
H 1.180 -1.344 1.015
H -1.313 -2.315 1.296
H 2.165 -1.793 -0.460
Cl -1.956 -0.090 -0.426
C 1.006 -0.596 4.271
C -0.068 0.004 3.403
C -1.228 0.692 4.090
O -0.026 -0.058 2.175
H 0.999 -0.174 5.278
H 1.976 -0.420 3.804
H 0.846 -1.678 4.334
H -1.167 1.775 3.901
H -2.168 0.328 3.652
H -1.231 0.515 5.173

## Properties
Total charge: +2
Expectation value of S²: 2.13
Frontier orbital gap (alpha / beta) in eV: 5.428 / 4.890
Spin multiplicity: 3

=====

# 9
Molecular formula: C11H27ClErIN2P2
Method: DFT, ωB97M-V/def2-TZVPD

Geometry (Å):
C -1.733 -0.830 0.196
I 1.011 -1.099 0.623
H -0.790 -0.788 -0.449
H -2.276 0.067 -0.177
H -2.393 -1.651 -0.163
Er 1.236 2.215 -3.580
P 0.638 2.674 -1.103
C 0.125 3.457 0.465
C 2.229 3.617 -1.396
H 2.069 4.703 -1.269
H -0.239 4.754 -2.248
H 2.739 3.469 -2.404
H -0.605 3.332 -3.356
H 0.789 3.176 1.294
H 2.918 3.278 -0.626
C -0.456 3.670 -2.253
H 0.139 4.556 0.346
H -1.448 3.505 -1.816
H -0.895 3.139 0.716
P 0.197 -3.136 -0.940
C -0.250 -4.309 0.384
C -0.877 -3.744 -2.255
H 2.200 -2.937 -2.258
H 1.979 -4.582 -1.562
H 2.589 -3.217 -0.537
C 1.912 -3.510 -1.362
H -0.717 -3.152 -3.199
H -0.578 -4.802 -2.411
H -0.262 -5.314 -0.039
H -1.238 -4.049 0.802
H -1.930 -3.695 -1.958
H 0.496 -4.279 1.189
Cl 1.509 0.039 -4.589
C 0.887 1.466 3.365
C -0.405 0.855 3.000
N -0.631 0.533 1.736
C -1.668 -0.321 1.667
C -2.298 -0.352 2.910
N -1.430 0.352 3.747
H 1.331 0.981 4.231
H 1.558 1.297 2.512
H 0.847 2.557 3.498
H -1.589 -1.445 1.279
H -3.127 -0.967 3.243
H -1.562 0.492 4.746

## Properties
Total charge: +2
Expectation value of S²: 3.79
Relative energy (zero: lowest compared OMol25 entry of this formula, charge and spin) in kJ/mol: 305.5
Frontier orbital gap (alpha / beta) in eV: 5.841 / 6.822
Spin multiplicity: 4

=====

# 10
Molecular formula: C11H27ClN3O4P
Method: DFT, ωB97M-V/def2-TZVPD

Geometry (Å):
C -2.446 -2.727 -0.021
N -1.664 -1.538 -0.298
C -2.342 -0.374 0.266
P -0.760 -1.234 -1.735
O 0.177 -0.166 -1.230
N 0.421 -2.486 -1.980
C 0.544 -3.597 -1.056
C 1.739 -2.013 -2.387
N -1.896 -2.048 -2.798
C -1.384 -2.716 -4.009
C -2.943 -1.095 -3.252
H -3.389 -2.764 -0.583
H -2.697 -2.753 1.042
H -1.901 -3.644 -0.218
H -3.329 -0.212 -0.191
H -1.754 0.531 0.122
H -2.484 -0.497 1.342
H 0.656 -3.271 -0.014
H 1.415 -4.204 -1.312
H -0.307 -4.277 -1.140
H 2.339 -1.669 -1.537
H 1.659 -1.189 -3.095
H 2.282 -2.818 -2.890
H -0.747 -2.064 -4.611
H -2.226 -3.037 -4.627
H -0.833 -3.616 -3.760
H -2.536 -0.322 -3.909
H -3.408 -0.597 -2.398
H -3.735 -1.622 -3.782
C 0.615 5.309 2.534
C 1.327 4.176 1.784
C 0.855 2.823 2.343
C 1.956 1.751 2.385
O 2.120 1.217 3.720
C 2.960 1.860 4.518
O 3.208 1.462 5.629
O 3.568 3.034 4.042
Cl 5.093 2.588 3.450
H 0.631 5.141 3.608
H -0.428 5.353 2.229
H 1.068 6.278 2.341
H 1.072 4.298 0.734
H 2.406 4.286 1.863
H 0.008 2.445 1.783
H 0.559 2.991 3.375
H 2.885 2.099 1.952
H 1.647 0.913 1.770

## Properties
Total charge: 0
Frontier orbital gap in eV: 7.950
SMILES: CN(C)P(=O)(N(C)C)N(C)C.CCCCOC(=O)OCl

=====

Question: total charge of number 10 (C11H27ClN3O4P)?
Answer: 0

=====

Repeat the fourth record exactly.
Molecular formula: C11H25N5O4P
Method: DFT, ωB97M-V/def2-TZVPD

Geometry (Å):
C 1.088 -2.320 2.692
C 2.107 -1.723 2.091
C 2.419 -1.973 0.640
N 1.719 -0.930 -0.175
C 2.247 0.342 -0.041
N 3.601 0.530 0.076
N 1.371 1.338 -0.071
C 0.168 1.205 0.867
C -1.042 0.452 0.323
C -2.343 0.885 1.032
C -3.548 0.854 0.067
C -4.853 0.309 0.677
C -5.506 -0.768 -0.194
C 1.904 2.724 -0.172
O 2.162 3.061 -1.510
N 3.487 2.651 -1.949
O 3.464 2.376 -3.070
P 1.380 -1.298 -1.824
N 0.282 -0.432 -2.429
O 2.849 -1.189 -2.489
O 1.059 -2.848 -1.695
H 0.603 -1.913 3.569
H 0.693 -3.245 2.286
H 2.766 -1.071 2.662
H 1.984 -2.925 0.356
H 3.482 -2.021 0.410
H 4.042 0.619 0.976
H 4.197 0.538 -0.734
H 0.548 0.719 1.763
H -0.137 2.223 1.090
H -1.107 0.626 -0.747
H -0.892 -0.611 0.505
H -2.557 0.159 1.817
H -2.228 1.878 1.470
H -3.277 0.229 -0.788
H -3.707 1.854 -0.339
H -4.674 -0.090 1.677
H -5.563 1.132 0.777
H -4.751 -1.454 -0.585
H -6.013 -0.325 -1.051
H -6.236 -1.350 0.367
H 2.764 2.888 0.474
H 1.103 3.389 0.129
H 0.539 0.134 -3.226
H 2.782 -1.229 -3.454
H 1.625 -3.399 -2.249

## Properties
Total charge: +1
Relative energy (zero: lowest compared OMol25 entry of this formula, charge and spin) in kJ/mol: 525.9
Frontier orbital gap in eV: 8.596
SMILES: C=CCN(/C(N)=[N+](\CCCCCC)CON=O)P(=N)(O)O